The following is a DFT calculation (wB97M-V/def2-TZVPD) of a structure of composition C11H23NO3Ru.

Results
2S+1	5
Kohn-Sham gap (alpha / beta)	7.7 / 6.5	eV
net charge	+4
E_HOMO (alpha / beta)	-24.70 / -24.84	eV

The geometry in XYZ format:
```
39
C11H23NO3Ru (wB97M-V/def2-TZVPD)
Ru 0.525 -0.167 0.173
C 2.607 1.517 1.780
O 1.276 0.860 1.878
C 0.966 0.281 3.186
C 0.505 -1.145 2.969
O -0.261 -1.228 1.708
C -1.741 -1.058 1.736
C -2.057 0.392 1.527
O -1.123 0.806 0.442
C -1.361 2.089 -0.290
H 2.551 2.461 2.317
H 3.368 0.873 2.214
H 2.797 1.722 0.728
H 1.856 0.279 3.816
H 0.216 0.911 3.661
H 1.338 -1.834 2.852
H -0.121 -1.495 3.790
H -2.109 -1.681 0.922
H -2.145 -1.441 2.674
H -3.086 0.530 1.191
H -1.868 1.042 2.380
H -2.209 1.942 -0.955
H -1.533 2.874 0.442
H -0.458 2.296 -0.870
C 2.867 -4.213 -2.407
C 3.595 -2.934 -2.080
C 4.330 -2.182 -3.193
C 5.028 -3.346 -1.225
C 2.739 -2.040 -1.232
N 2.036 -1.359 -0.627
H 3.580 -5.000 -2.673
H 2.270 -4.071 -3.322
H 2.220 -4.568 -1.607
H 5.336 -2.562 -3.455
H 4.458 -1.124 -2.975
H 3.772 -2.429 -4.124
H 5.667 -4.018 -1.799
H 4.556 -3.921 -0.408
H 5.555 -2.432 -0.968
```



The following is a DFT calculation (wB97M-V/def2-TZVPD) of a structure of composition C63H76AgCl3N12O12V.

Results
2S+1	2
Kohn-Sham gap (alpha / beta)	6.7 / 7.4	eV
net charge	0
E_HOMO (alpha / beta)	-7.43 / -8.18	eV

The geometry in XYZ format:
```
168
C63H76AgCl3N12O12V (wB97M-V/def2-TZVPD)
O 5.187 -0.146 -0.339
V 4.284 -0.744 0.811
Ag 2.650 -2.055 -1.068
C 6.194 -3.587 -0.032
C 4.831 -3.723 0.592
O 4.014 -2.577 0.681
H 6.785 -2.781 0.346
H 6.100 -3.546 -1.131
H 6.836 -4.478 0.015
H 4.934 -3.954 1.667
H 4.328 -4.592 0.158
C 2.691 2.021 0.904
C 1.729 0.884 0.564
O 2.519 -0.193 0.658
H 2.787 1.950 2.031
H 2.438 3.094 0.624
H 3.619 1.781 0.349
H 1.404 1.100 -0.478
H 0.792 0.880 1.129
C 6.692 1.692 1.991
C 6.394 0.327 2.625
O 5.032 -0.273 2.385
H 6.684 1.566 0.919
H 7.681 2.001 2.385
H 5.946 2.508 2.215
H 6.389 0.443 3.736
H 7.152 -0.323 2.327
C -2.313 4.436 4.428
C -2.731 5.527 3.610
C -3.840 5.328 2.878
C -4.642 4.126 3.032
C -4.290 3.115 3.867
C -3.039 3.296 4.551
N -5.865 4.032 2.229
O -6.315 2.946 2.028
O -6.363 5.033 1.752
H -1.452 4.567 5.060
H -2.198 6.458 3.523
H -4.229 6.140 2.268
H -4.818 2.179 4.011
H -2.685 2.495 5.237
C -0.035 -0.827 7.669
C 1.018 -0.218 7.021
C 0.811 0.410 5.831
C -0.493 0.479 5.335
C -1.613 -0.018 6.012
C -1.354 -0.672 7.173
N -0.664 0.854 3.904
O 0.244 1.533 3.446
O -1.667 0.562 3.317
H 0.181 -1.406 8.568
H 2.064 -0.184 7.346
H 1.575 0.783 5.171
H -2.533 -0.064 5.411
H -2.136 -1.205 7.756
C -1.919 3.231 0.978
C -2.823 3.747 0.096
C -2.495 5.002 -0.460
C -1.314 5.605 -0.181
C -0.438 5.045 0.699
C -0.802 3.942 1.383
N -1.141 7.012 -0.787
O -0.097 7.504 -0.508
O -2.030 7.564 -1.382
H -2.143 2.299 1.504
H -3.629 3.124 -0.272
H -3.231 5.466 -1.069
H 0.441 5.541 0.944
H -0.210 3.552 2.193
C -3.983 -5.180 2.419
C -4.284 -4.120 1.652
C -4.531 -2.846 2.194
C -4.536 -2.743 3.574
C -4.136 -3.788 4.416
C -3.957 -5.041 3.833
N -4.843 -1.496 4.269
O -4.814 -1.619 5.486
O -4.996 -0.519 3.619
H -3.585 -6.086 2.024
H -4.261 -4.163 0.599
H -4.797 -2.018 1.491
H -4.365 -3.697 5.450
H -3.676 -5.911 4.413
N 0.623 -1.609 2.643
C -0.539 -2.334 2.671
C -0.356 -3.299 3.692
C 0.915 -3.113 4.225
C 1.495 -2.079 3.555
H 0.816 -0.944 1.945
H -1.381 -2.105 2.043
H -1.103 -4.094 3.967
H 1.404 -3.592 5.067
H 2.474 -1.600 3.631
N 6.132 1.194 -2.602
C 6.635 2.472 -2.613
C 7.293 2.702 -3.788
C 7.162 1.492 -4.611
C 6.450 0.626 -3.853
H 5.651 0.715 -1.787
H 6.489 3.109 -1.751
H 7.606 3.713 -4.121
H 7.537 1.328 -5.603
H 6.184 -0.390 -4.069
N 4.145 2.349 -5.653
C 3.596 2.350 -4.403
C 2.231 2.203 -4.573
C 1.962 2.120 -5.928
C 3.190 2.102 -6.612
H 5.148 2.367 -5.733
H 4.209 2.547 -3.550
H 1.535 2.364 -3.731
H 1.031 1.998 -6.537
H 3.438 2.013 -7.634
N -3.896 0.993 -1.770
C -4.854 1.896 -1.953
C -5.846 1.745 -1.002
C -5.336 0.706 -0.059
C -4.176 0.244 -0.634
H -3.092 0.844 -2.364
H -4.865 2.482 -2.888
H -6.670 2.446 -0.774
H -5.701 0.471 0.928
H -3.437 -0.424 -0.399
N -1.326 2.502 -2.974
C -1.782 2.710 -4.311
C -1.586 1.520 -4.999
C -1.012 0.609 -4.117
C -0.849 1.208 -2.915
H -1.113 3.259 -2.371
H -2.046 3.719 -4.688
H -1.956 1.387 -5.959
H -0.647 -0.370 -4.286
H -0.293 0.789 -2.029
N 2.643 -1.132 -4.519
C 2.065 -2.210 -5.144
C 2.419 -3.317 -4.499
C 3.281 -2.895 -3.440
C 3.452 -1.520 -3.542
H 2.486 -0.134 -4.773
H 1.404 -2.123 -6.057
H 2.223 -4.345 -4.722
H 3.811 -3.616 -2.848
H 4.199 -0.931 -2.996
N -5.594 -1.485 -3.255
C -5.974 -2.769 -3.475
C -5.816 -3.064 -4.773
C -5.434 -1.874 -5.410
C -5.260 -0.948 -4.450
H -5.200 -1.160 -2.372
H -6.254 -3.440 -2.746
H -5.894 -4.022 -5.244
H -5.233 -1.755 -6.471
H -4.666 -0.065 -4.508
N 1.403 -4.576 0.928
C 0.868 -3.801 -0.031
C 1.037 -4.445 -1.271
C 1.617 -5.712 -1.006
C 1.903 -5.749 0.358
H 1.478 -4.269 1.903
H 0.269 -2.891 0.151
H 0.701 -4.126 -2.227
H 1.830 -6.480 -1.700
H 2.564 -6.406 0.958
C -2.512 -3.650 -2.932
Cl -1.354 -4.084 -4.233
Cl -1.963 -2.208 -2.038
Cl -2.674 -5.073 -1.934
H -3.425 -3.454 -3.490
```



The following is a DFT calculation (wB97M-V/def2-TZVPD) of a structure of composition C17H25N5O5PdSSe.

Results
ΔE to the lowest compared entry with this formula, charge and spin	65.44	kcal/mol
Kohn-Sham gap	5.6	eV
net charge	+2
E_HOMO	-13.17	eV

The geometry in XYZ format:
```
55
C17H25N5O5PdSSe (wB97M-V/def2-TZVPD)
Pd -0.144 -0.773 -1.560
O 0.932 -1.263 -3.282
C 1.356 -0.428 -4.407
C 1.042 1.047 -4.206
N -0.348 1.504 -4.225
C -1.337 0.945 -4.917
C -2.649 -1.224 -3.532
O -3.689 -1.386 -4.039
O -1.850 -1.574 -2.691
C -0.611 2.718 -3.477
C -0.945 2.266 -2.013
O -0.002 2.233 -1.208
O -2.123 1.865 -1.864
H 0.948 -2.192 -3.535
H 0.929 -0.832 -5.325
H 2.441 -0.504 -4.470
H 1.578 1.599 -4.983
H 1.466 1.354 -3.246
H -1.079 0.185 -5.645
H -2.160 1.597 -5.175
H -1.426 3.272 -3.933
H 0.288 3.327 -3.437
C -2.504 -0.152 3.448
N -1.533 0.752 2.846
C -1.064 0.755 1.592
Se -1.657 -0.450 0.271
N -0.206 1.760 1.439
C -0.088 2.455 2.635
C 0.648 3.577 2.996
C 0.508 4.007 4.298
C -0.334 3.349 5.210
C -1.070 2.239 4.850
C -0.932 1.806 3.536
H -2.945 -0.790 2.689
H -3.295 0.435 3.910
H -2.019 -0.769 4.203
H 0.134 2.008 0.515
H 1.291 4.088 2.293
H 1.056 4.878 4.631
H -0.409 3.728 6.219
H -1.722 1.741 5.555
C 3.098 -3.808 2.127
N 2.538 -2.563 1.591
C 1.619 -2.428 0.645
S 1.698 -0.930 -0.248
N 0.729 -3.368 0.363
C 0.303 -4.489 1.202
H 4.173 -3.678 2.224
H 2.921 -4.627 1.436
H 2.685 -4.050 3.104
H 3.033 -1.716 1.825
H 0.204 -3.203 -0.482
H 0.759 -5.426 0.890
H -0.778 -4.579 1.116
H 0.546 -4.290 2.240
```



The following is a DFT calculation (wB97M-V/def2-TZVPD) of a structure of composition C7H7ErO5S.

Results
ΔE to the lowest compared entry with this formula, charge and spin	40.69	kcal/mol
2S+1	4
Kohn-Sham gap (alpha / beta)	6.5 / 6.6	eV
net charge	+2
E_HOMO (alpha / beta)	-16.91 / -16.92	eV

The geometry in XYZ format:
```
21
C7H7ErO5S (wB97M-V/def2-TZVPD)
O 0.483 0.234 -2.262
C -0.183 0.105 -1.307
Er -1.469 0.563 0.221
O -2.930 1.156 -2.963
C -2.498 0.982 -1.904
C -1.445 -1.705 0.123
O -2.289 -1.321 0.987
C -0.857 -3.034 -0.100
O -0.713 -3.836 0.829
C -0.454 -3.192 -1.483
O -0.190 -2.422 -2.386
H -0.472 -4.248 -1.327
C 0.607 2.804 1.893
S 0.782 0.995 1.726
C 2.261 0.889 0.669
H -0.307 3.155 1.390
H 1.492 3.300 1.480
H 0.532 3.001 2.969
H 2.856 1.796 0.824
H 2.816 0.005 1.005
H 1.976 0.771 -0.383
```



The following is a DFT calculation (wB97M-V/def2-TZVPD) of an isolated molecule of C3H7N3S.

Results
ΔE to the lowest compared entry with this formula, charge and spin	85.77	kcal/mol
Kohn-Sham gap	8.9	eV
net charge	0
SMILES	C[C@H]1N=NN(C)S1
E_HOMO	-8.08	eV

The geometry in XYZ format:
```
14
C3H7N3S (wB97M-V/def2-TZVPD)
C 2.269 -0.155 -0.406
C 1.289 0.057 0.649
N 0.607 1.368 0.668
N -0.579 1.472 0.448
N -1.344 0.190 0.533
C -2.641 0.121 -0.117
S -0.197 -1.081 0.361
H 2.281 -1.242 -0.789
H 3.223 0.084 -0.173
H 1.953 0.351 -1.292
H 1.738 -0.064 1.610
H -2.508 0.152 -1.397
H -3.048 -0.860 -0.028
H -3.312 0.889 0.285
```



The following is a DFT calculation (wB97M-V/def2-TZVPD) of a structure of composition C32H29N12NiO3Se.

Results
2S+1	3
Kohn-Sham gap (alpha / beta)	7.0 / 6.9	eV
net charge	+1
E_HOMO (alpha / beta)	-11.17 / -11.17	eV

The geometry in XYZ format:
```
78
C32H29N12NiO3Se (wB97M-V/def2-TZVPD)
Ni -1.446 -0.670 -0.999
C 1.305 1.404 -1.119
C 1.456 -0.048 -1.409
N 0.484 -0.919 -1.641
C 1.079 -2.131 -1.897
C 2.424 -1.993 -1.836
N 2.656 -0.670 -1.534
C 3.981 -0.091 -1.351
N 4.156 1.114 -2.101
N 4.332 2.303 -1.465
N 4.362 3.239 -2.321
C 4.190 2.705 -3.581
C 4.141 3.305 -4.840
C 3.948 2.477 -5.923
C 3.799 1.087 -5.774
C 3.845 0.475 -4.540
C 4.050 1.316 -3.448
H 0.322 1.590 -0.701
H 1.415 1.991 -2.034
H 2.048 1.747 -0.402
H 0.500 -3.006 -2.134
H 3.224 -2.700 -1.974
H 4.701 -0.842 -1.674
H 4.160 0.159 -0.306
H 4.256 4.375 -4.948
H 3.917 2.897 -6.920
H 3.646 0.481 -6.658
H 3.731 -0.596 -4.428
O -2.953 -3.735 1.158
C -2.332 -2.752 1.499
N -2.231 -2.284 2.788
C -1.260 -1.216 2.924
C -1.031 -0.962 1.423
O -0.442 0.003 0.893
N -1.607 -1.890 0.670
C 0.030 -1.675 3.620
C 1.251 -1.085 3.311
C 2.405 -1.471 3.976
C 2.357 -2.458 4.948
C 1.144 -3.053 5.256
C -0.013 -2.660 4.600
C -1.798 0.017 3.657
C -2.892 -0.097 4.509
C -3.362 1.008 5.206
C -2.743 2.241 5.065
C -1.637 2.359 4.236
C -1.164 1.255 3.540
H -2.508 -2.879 3.548
H 1.307 -0.323 2.544
H 3.345 -0.990 3.737
H 3.259 -2.761 5.463
H 1.090 -3.824 6.013
H -0.947 -3.134 4.872
H -3.389 -1.051 4.628
H -4.206 0.898 5.874
H -3.108 3.100 5.613
H -1.126 3.308 4.136
H -0.295 1.358 2.912
Se -3.596 1.802 1.113
N -3.211 3.285 0.284
C -2.642 2.969 -0.875
C -2.144 3.836 -1.876
C -1.535 3.264 -2.959
C -1.400 1.858 -3.066
N -1.867 1.019 -2.174
C -2.501 1.560 -1.108
N -2.991 0.763 -0.160
H -2.252 4.907 -1.777
H -1.133 3.884 -3.748
H -0.897 1.420 -3.920
N -4.760 -2.618 -1.915
C -3.419 -2.739 -1.929
N -2.896 -3.966 -1.769
O -2.707 -1.742 -2.171
H -5.377 -3.385 -1.722
H -5.145 -1.701 -2.043
H -3.438 -4.674 -1.303
H -1.917 -3.988 -1.546
```



The following is a DFT calculation (wB97M-V/def2-TZVPD) of a structure of composition C18H27Br4N3O5Sr2.

Results
Kohn-Sham gap	1.4	eV
net charge	+4
E_HOMO	-17.26	eV

The geometry in XYZ format:
```
59
C18H27Br4N3O5Sr2 (wB97M-V/def2-TZVPD)
N 2.870 13.670 -4.621
H 2.406 13.879 -5.494
H 3.877 13.719 -4.692
H 2.661 12.700 -4.436
H 2.513 14.248 -3.874
Sr 4.037 9.599 -4.069
Sr 2.709 11.173 -7.351
C -0.275 12.208 -3.739
C 0.526 11.001 -4.367
O 1.918 11.125 -4.483
H -1.281 11.967 -3.394
H -0.388 13.111 -4.339
H 0.266 12.539 -2.853
H -0.057 10.754 -5.254
H 0.338 10.222 -3.627
Br -1.293 12.609 1.938
C -0.583 13.528 0.342
C -1.185 14.914 0.284
Br -0.337 15.816 1.819
H -0.862 13.020 -0.581
H 0.504 13.474 0.403
H -2.235 14.663 0.430
H -0.940 15.368 -0.676
Br -2.917 11.289 -9.183
C -1.757 11.838 -7.702
C -2.242 13.220 -7.156
Br -3.959 13.100 -6.289
H -0.742 11.926 -8.089
H -1.776 11.142 -6.864
H -2.154 14.036 -7.874
H -1.529 13.553 -6.402
C -2.114 8.544 -1.139
C -3.052 7.924 -0.378
C -3.540 6.660 -0.794
C -2.935 5.978 -1.851
C -1.969 6.637 -2.565
C -1.528 7.885 -2.218
N -3.389 4.617 -2.310
O -4.449 4.288 -1.861
O -2.654 3.956 -3.073
H -1.620 9.458 -0.843
H -3.569 8.394 0.445
H -4.357 6.229 -0.233
H -1.455 6.280 -3.445
H -0.735 8.384 -2.755
C -4.363 13.948 -2.762
C -5.541 14.656 -2.715
C -6.365 14.377 -1.637
C -5.971 13.431 -0.657
C -4.779 12.686 -0.824
C -3.968 12.989 -1.868
N -6.892 13.173 0.524
O -8.091 13.504 0.471
O -6.379 12.754 1.489
H -3.683 13.988 -3.600
H -5.725 15.350 -3.522
H -7.275 14.899 -1.381
H -4.355 12.030 -0.078
H -3.025 12.464 -1.913
```